No. 1
Density functional theory data (ωB97M-V/def2-TZVPD) for a 2-piece molecular cluster, C4H12NOS overall at a distorted geometry.

Geometry as XYZ:
```
19
Properties=species:S:1:pos:R:3:forces:R:3
C 0.83757 -1.22316 0.74202 0.57 1.57 0.29
C -0.39070 -1.78979 1.42403 0.65 -1.72 -0.81
S 0.06792 -2.95894 2.77779 -0.46 0.56 -0.72
C 0.61207 -0.31955 -0.49839 1.14 0.86 0.71
N 0.20814 1.08767 -0.24786 -0.70 -0.99 -0.22
C -1.17061 1.24192 0.21602 -1.14 -0.20 0.17
H 1.44204 -0.64666 1.49888 -0.41 -0.60 -0.66
H 1.42826 -2.04214 0.40604 0.71 -0.72 -0.15
H -1.01929 -2.34067 0.66565 0.43 0.35 0.89
H -0.97114 -1.01399 1.82633 -1.04 0.76 0.76
H 1.54275 -0.24868 -1.11939 -0.64 -0.29 0.66
H -0.12664 -0.78923 -1.09904 -0.84 -0.26 -0.81
H 0.82330 1.49066 0.43773 0.32 0.17 0.14
H -1.91680 0.78271 -0.52827 1.21 0.48 1.10
H -1.43096 2.31900 0.27504 0.23 -0.59 -0.03
H -1.33617 0.79763 1.24650 -0.08 0.47 -1.15
H 0.45430 1.84128 -1.89959 0.05 0.06 0.83
H 0.26962 1.57450 -3.37027 0.67 1.12 0.57
O 0.67634 2.23744 -2.75323 -0.65 -1.04 -1.57
```
Positions in Å, forces in eV/Å.

Max |F| (eV/Å): 2.01
E_LUMO (alpha / beta) (eV): 0.793 / -2.154
2S+1: 2
Relative energy (zero: lowest compared OMol25 entry of this formula, charge and spin) (kcal/mol): 12.0
Highest occupied orbital energy (alpha / beta) (Eh): -0.345 / -0.335
Kohn-Sham gap (alpha / beta) (eV): 10.18 / 6.95

Atom charges from the Mulliken analysis, given in e for atoms 1 to 5:
1 C -0.4189
2 C -0.5911
3 S -0.0868
4 C -0.7392
5 N -0.4107


No. 2
Density functional theory data (ωB97M-V/def2-TZVPD) for a 2-piece molecular cluster, C5H11NO overall at a distorted geometry.

Geometry as XYZ:
```
18
Properties=species:S:1:pos:R:3:forces:R:3
C -1.46778 -0.55921 -0.29591 -1.46 3.06 0.58
C -1.61954 -1.92062 0.12695 0.60 -2.28 -2.50
C -0.37242 0.11232 0.25657 -0.69 -2.94 0.77
N -0.24077 1.57243 -0.03994 2.95 2.72 -3.79
C 0.07141 2.63124 -1.15767 -1.83 -5.11 2.72
C 1.28930 2.24360 -1.89248 2.96 -0.11 3.66
O 0.44915 -0.58682 0.95705 -0.90 3.53 -1.45
H 1.99117 -3.68545 4.38168 0.28 0.09 0.71
H -2.39058 -0.04823 -0.67196 1.31 -0.06 -0.06
H -0.59887 -2.39744 0.00158 -1.48 -0.06 0.43
H -2.42101 -2.41125 -0.47584 0.77 -0.02 0.39
H -1.94064 -1.94235 1.13790 0.02 -0.11 1.32
H 0.73600 1.55063 0.08677 1.85 -0.19 1.71
H -0.81073 2.77030 -1.65768 -2.15 1.26 -1.14
H 2.26622 -3.60555 5.08991 -0.28 -0.09 -0.71
H 2.13871 2.30041 -0.99613 -1.48 -0.40 -2.39
H 1.21291 1.17064 -2.13741 0.03 0.19 -0.16
H 1.70747 2.80536 -2.71340 -0.52 0.53 -0.10
```
Positions in Å, forces in eV/Å.

Max |F| (eV/Å): 6.07
E_LUMO (eV): -2.502
2S+1: 1
Relative energy (zero: lowest compared OMol25 entry of this formula, charge and spin) (kcal/mol): 200.9
Highest occupied orbital energy (Eh): -0.267
Kohn-Sham gap (eV): 4.75

Atom charges from the Mulliken analysis, given in e for atoms 1 to 5:
1 C -0.0595
2 C -0.9393
3 C 0.3001
4 N -0.2035
5 C -0.0822


No. 3
Density functional theory data (ωB97M-V/def2-TZVPD) for the molecule C4H7NO2S at a distorted geometry.

Geometry as XYZ:
```
15
Properties=species:S:1:pos:R:3:forces:R:3
C -0.40394 1.54511 0.01004 2.71 0.71 -2.21
C 0.25241 0.37023 -0.72478 -1.41 0.85 -0.47
O 1.63167 0.67003 -0.90655 -0.98 1.02 -1.19
C 2.31325 0.00486 -0.04729 4.37 -0.80 0.98
S 3.97604 0.15278 0.07261 -0.53 0.07 0.09
N 1.59543 -0.87375 0.63938 -1.79 -0.61 0.43
C 0.23824 -0.93203 -0.00073 1.53 0.68 3.27
O 0.10926 -2.00102 -0.75315 1.18 -4.13 -3.23
H -0.14477 1.56852 1.03805 -0.12 -0.15 1.06
H -1.41568 1.60423 -0.23389 -1.78 0.05 0.12
H 0.11024 2.43283 -0.46364 -0.76 -0.62 0.59
H -0.17918 0.18110 -1.72119 0.09 0.39 0.34
H 2.03589 -1.57844 1.25740 -0.58 0.90 -0.78
H -0.53128 -1.07651 0.74266 -0.36 0.82 0.50
H 0.98483 -2.33276 -1.11750 -1.56 0.81 0.51
```
Positions in Å, forces in eV/Å.

Max |F| (eV/Å): 5.38
E_LUMO (eV): 0.513
2S+1: 1
Relative energy (zero: lowest compared OMol25 entry of this formula, charge and spin) (kcal/mol): 33.2
Highest occupied orbital energy (Eh): -0.303
Kohn-Sham gap (eV): 8.75
SMILES: C[C@H]1OC(=S)N[C@@H]1O

Atom charges from the Mulliken analysis, given in e for atoms 1 to 5:
1 C -1.4453
2 C 0.4268
3 O -0.3440
4 C 0.1310
5 S -0.3682


No. 4
Density functional theory data (ωB97M-V/def2-TZVPD) for C5H10O as an isolated structure at a distorted geometry.

Geometry as XYZ:
```
16
Properties=species:S:1:pos:R:3:forces:R:3
C -0.78130 -0.41311 -1.79863 0.07 -0.01 0.01
C -0.97859 0.09015 -0.36936 -0.52 0.32 0.13
C 0.30502 0.32183 0.40052 -1.93 -0.74 0.34
C 0.14218 0.83441 1.80987 -0.11 -0.02 -0.03
C 2.04004 -0.75978 0.22912 2.45 -1.82 -0.33
O 0.83960 -1.17381 0.49858 -0.05 3.39 -0.63
H -0.29519 -1.39328 -1.80208 -0.08 0.14 -0.03
H -1.74303 -0.50700 -2.31577 0.19 0.02 0.12
H -0.15608 0.27738 -2.37857 -0.09 -0.10 0.10
H -1.50072 1.05475 -0.38344 -0.04 -0.08 -0.06
H -1.60940 -0.60405 0.19986 0.06 0.11 -0.10
H 0.97482 0.96992 -0.20686 -0.33 -0.79 0.51
H -0.40246 0.10023 2.41345 0.07 0.12 -0.11
H 1.10930 1.03147 2.28141 -0.10 -0.08 -0.16
H -0.44151 1.76315 1.79211 0.16 -0.11 0.00
H 2.49731 -1.59227 -0.37020 0.25 -0.34 0.24
```
Positions in Å, forces in eV/Å.

Max |F| (eV/Å): 3.45
E_LUMO (eV): 0.993
2S+1: 1
Relative energy (zero: lowest compared OMol25 entry of this formula, charge and spin) (kcal/mol): 98.8
Highest occupied orbital energy (Eh): -0.285
Kohn-Sham gap (eV): 8.75

Atom charges from the Mulliken analysis, given in e for atoms 1 to 5:
1 C -1.1961
2 C -0.4782
3 C 0.6767
4 C -1.5027
5 C -0.3920


No. 5
Density functional theory data (ωB97M-V/def2-TZVPD) for C22H43N2OP2Pb as an isolated structure at a distorted geometry.

Geometry as XYZ:
```
71
Properties=species:S:1:pos:R:3:forces:R:3
Pb -0.18511 0.24228 -0.28979 -2.09 0.64 0.71
P -0.26237 -1.86335 -1.38608 -0.66 -1.55 -0.62
P 0.04224 2.50642 0.45848 -0.72 1.35 0.04
N 1.12103 0.78507 -1.92951 1.75 1.09 -3.56
C 1.30517 -1.63462 -2.29656 0.46 -0.75 -0.93
H 1.95006 -2.49971 -2.06729 -0.07 0.35 -0.23
H 1.06921 -1.69751 -3.37615 0.25 0.11 0.47
C 2.06491 -0.34748 -2.01268 0.21 1.03 -0.25
H 2.60324 -0.40080 -1.05857 -0.12 -0.06 -0.37
H 2.78208 -0.09980 -2.80232 0.15 -0.49 0.06
C 1.63408 2.17501 -1.81479 -0.11 -0.83 -0.28
H 0.96963 2.80068 -2.41593 0.19 0.03 0.07
H 2.62558 2.17361 -2.26758 0.14 0.45 0.09
C 1.65992 2.66141 -0.36407 0.67 1.09 0.34
H 1.96342 3.72217 -0.33396 0.17 -0.35 -0.16
H 2.39952 2.09110 0.22309 -0.29 0.30 -0.12
C 0.14899 2.84528 2.21234 0.98 1.16 0.74
C 0.33712 1.65949 3.15416 -0.21 -0.64 0.01
H 1.35503 1.25166 3.13600 -0.20 0.15 -0.03
H -0.36182 0.83945 2.91309 0.17 0.55 0.12
H 0.12137 1.95807 4.18594 0.09 0.12 -0.21
C -1.10455 3.66598 -0.35354 0.19 1.30 0.57
C -2.55688 3.49553 0.14550 -0.23 -0.43 -0.34
H -3.24530 3.56448 -0.70214 0.10 -0.05 0.12
H -2.83321 4.27336 0.86271 0.07 -0.22 -0.24
H -2.69373 2.51140 0.61719 -0.20 0.24 -0.24
C -1.56064 -2.16996 -2.61239 -0.02 -0.69 -0.75
C -2.77184 -2.84393 -1.95394 -0.25 -0.07 -0.17
H -3.66924 -2.77136 -2.59127 0.43 0.07 0.16
H -2.99677 -2.38579 -0.99330 -0.18 0.03 0.06
H -2.57297 -3.91466 -1.81032 -0.10 0.31 0.06
C -0.00950 -3.29346 -0.29730 0.13 -0.72 -0.47
C -1.10038 -3.51658 0.75459 -0.08 -0.12 0.29
H -0.72293 -4.20841 1.52531 -0.08 0.14 -0.29
H -2.01073 -3.95257 0.33173 0.27 0.08 0.08
H -1.37813 -2.58321 1.25399 -0.12 -0.32 -0.29
C -1.93186 -0.12027 0.80250 -6.06 -1.23 3.81
C -0.59637 5.12503 -0.14479 -0.27 0.13 -0.79
H 0.21520 5.17723 0.57710 0.10 0.20 -0.01
H -0.24588 5.55737 -1.09046 0.02 -0.04 0.24
H -1.41775 5.75581 0.21394 0.25 -0.04 -0.08
C -0.91872 -3.07472 -3.67828 -0.33 -0.41 -0.48
H -1.59580 -3.90308 -3.92207 0.17 0.18 -0.13
H -0.71185 -2.51466 -4.58412 0.04 -0.05 -0.24
H 0.02185 -3.51409 -3.33053 -0.37 0.02 -0.43
C 0.23277 -4.53745 -1.16766 0.11 -0.61 0.74
H 0.45364 -5.39664 -0.51795 -0.02 0.16 -0.16
H -0.64926 -4.79657 -1.75839 0.18 0.01 0.17
H 1.08289 -4.41439 -1.84229 -0.07 -0.09 0.07
C -1.05240 3.69269 2.62155 -0.35 0.02 0.59
H -2.00313 3.16620 2.46352 0.45 0.06 0.19
H -1.00237 3.93689 3.68824 0.16 -0.05 -0.15
H -1.07724 4.62312 2.06341 -0.12 -0.03 0.26
H 1.06282 3.46717 2.25509 -0.25 0.08 0.48
H 0.91885 -3.04058 0.23115 0.00 -0.04 -0.11
H -1.07942 3.42454 -1.41498 0.07 -0.16 0.00
H -1.88196 -1.21950 -3.08262 0.32 -0.27 0.55
O -3.01384 -0.28964 1.36656 2.85 0.41 -1.44
H 0.42816 0.73183 -2.67640 0.41 0.09 -0.18
H -1.57869 0.86681 -1.36154 -0.18 0.20 -0.67
C 2.68592 -1.75677 3.38583 -0.48 0.03 -0.22
C 1.30451 -1.89978 3.39182 0.48 -0.66 1.12
C 0.56099 -1.33389 2.39404 -0.73 0.06 0.06
N 1.12590 -0.66567 1.37770 1.36 -0.97 2.64
C 2.44344 -0.45704 1.40894 0.34 0.54 -0.76
C 3.23918 -0.99946 2.36975 1.58 -0.29 0.89
H 3.29520 -2.19030 4.16119 0.09 -0.06 0.09
H 0.81851 -2.44184 4.20539 0.06 0.18 -0.29
H -0.55330 -1.39444 2.51774 1.20 0.27 -0.76
H 2.98371 0.21613 0.67499 -1.27 -0.92 0.60
H 4.31983 -0.81930 2.35697 -0.44 -0.02 -0.05
```
Positions in Å, forces in eV/Å.

Max |F| (eV/Å): 7.26
Total charge: +1
E_LUMO (alpha / beta) (eV): -2.670 / -2.713
2S+1: 1
Highest occupied orbital energy (alpha / beta) (Eh): -0.276 / -0.257
Kohn-Sham gap (alpha / beta) (eV): 4.84 / 4.28

Atom charges from the Mulliken analysis, given in e for atoms 1 to 5:
1 Pb 1.6544
2 P -0.1386
3 P -0.5051
4 N -0.2078
5 C -1.2166


So what do the calculations give for E? Going down the list: -18713.7220 -8892.9862 -20681.2950 -7390.4799 -52349.6617 eV.